Version one
2 unconnected molecules or ions with the total composition C3H6NO3, computed with the ωB97M-V functional and the def2-TZVPD basis.

Structure (ORCA input):
```
! wB97M-V def2-TZVPD RIJCOSX def2/J DEFGRID3
* xyz -1 1
O 0.00591 1.86630 -1.34265
C 0.04311 2.18640 -0.12731
O 0.11934 1.37422 0.87101
H -0.06415 3.27846 0.11871
O 1.33268 -1.46834 -1.15370
C 0.36679 -1.11742 -0.47101
C -0.33500 -1.87325 0.62638
N -1.31185 -0.90590 1.20153
H -0.09403 -0.14593 -0.71013
H -0.83972 -2.75925 0.25951
H 0.45758 -2.20686 1.36132
H -1.58876 -1.19300 2.17292
H -0.80080 0.01607 1.22142
*
```

- HOMO-LUMO gap (eV) = 8.65

---

Version two
A molecular structure, C3H6NO3, computed with the ωB97M-V functional and the def2-TZVPD basis.

Structure (ORCA input):
```
! wB97M-V def2-TZVPD RIJCOSX def2/J DEFGRID3
* xyz -1 1
C -1.04625 0.30209 1.08479
C -1.84650 -0.34544 -0.09304
O -1.42412 0.02125 -1.28888
N 0.27884 -0.33849 1.08869
C 1.14423 -0.10694 0.10122
O 1.95271 -0.87656 -0.40600
O 1.26347 1.23019 -0.26455
H -0.89549 1.36746 0.91082
H -1.60114 0.09550 1.98695
H -2.92442 -0.13076 0.18307
H -1.76108 -1.44967 0.14241
H 1.66092 1.16220 -1.14456
H 0.03554 -0.75949 -0.12076
*
```

- HOMO-LUMO gap (eV) = 7.54

---

Most stable structure among those shown: version one.